No. 1
The following is a DFT calculation (wB97M-V/def2-TZVPD) of a cluster of 2 separate species, C5H10FP in total.

HOMO energy (spin up / spin down): -6.2 / -9.3 eV
energy above the lowest of the compared OMol25 structures with the same formula, charge and spin: 53.2 kcal per mole
total energy: -637.44858 Eh
Kohn-Sham gap (spin up / spin down): 0.2650 / 0.2744 Ha
2S+1: 3
strongest force on any atom: 5.18 eV/Å

Element x y z (Å)
C: -0.306 1.499 -0.301
C: -0.816 0.288 -0.614
C: -0.713 2.747 -0.988
C: 1.247 -0.947 1.012
C: 0.336 -1.533 -0.011
F: 0.991 -1.691 -1.218
P: -0.688 -2.936 0.093
H: 0.306 1.665 0.539
H: -1.385 0.238 -1.514
H: -1.171 3.373 -0.163
H: 0.300 3.300 -1.187
H: -1.322 2.697 -1.840
H: 0.791 -1.211 2.014
H: 2.216 -1.347 0.974
H: 1.278 0.137 0.911
H: -1.363 -2.722 1.391
H: 0.298 -3.558 0.902

Forces on atoms 1 to 3 (eV/Å):
C -1.60 -2.69 -0.75
C -0.46 5.16 -0.16
C 2.84 2.38 2.20

Atomic partial charges in e from the natural (NBO) method, atoms 1 to 2: atom 1 (C): -0.316, atom 2 (C): -0.085

***

No. 2
The following is a DFT calculation (wB97M-V/def2-TZVPD) of an isolated molecule of C5H7NO.

HOMO energy: -9.6 eV
energy above the lowest of the compared OMol25 structures with the same formula, charge and spin: 64.1 kcal per mole
SMILES: O=C1CN2CC[C@@H]12
total energy: -324.62237 Eh
Kohn-Sham gap: 0.3773 Ha
strongest force on any atom: 0.95 eV/Å

Element x y z (Å)
O: 1.595 -2.154 -0.684
C: 0.785 -1.325 -0.374
C: -0.723 -1.397 -0.198
N: -0.812 0.034 -0.575
C: -0.800 0.880 0.656
C: 0.598 1.374 0.314
C: 0.758 0.181 -0.623
H: -1.208 -2.081 -0.900
H: -1.047 -1.630 0.823
H: -0.804 0.280 1.576
H: -1.599 1.623 0.715
H: 1.325 1.592 1.092
H: 0.497 2.235 -0.355
H: 1.434 0.390 -1.467

Forces on atoms 1 to 3 (eV/Å):
O -0.09 0.33 0.36
C 0.36 -0.49 0.10
C 0.03 -0.28 -0.02

Atomic partial charges in e from the natural (NBO) method, atoms 1 to 2: atom 1 (O): -0.505, atom 2 (C): 0.567

***

No. 3
The following is a DFT calculation (wB97M-V/def2-TZVPD) of an isolated molecule of C21H22O7.

HOMO energy: -8.3 eV
energy above the lowest of the compared OMol25 structures with the same formula, charge and spin: 0.0 kcal per mole
SMILES: COC(=O)c1cc(COc2ccc3oc(C)c(C(=O)OC(C)C)c3c2)c(C)o1
total energy: -1340.12687 Eh
Kohn-Sham gap: 0.3299 Ha
strongest force on any atom: 1.23 eV/Å

Element x y z (Å)
C: 2.570 -8.054 1.654
O: 1.734 -6.910 1.575
C: 2.314 -5.799 1.099
O: 3.469 -5.738 0.748
C: 1.387 -4.671 1.053
C: 1.611 -3.377 0.647
C: 0.386 -2.697 0.799
C: 0.105 -1.260 0.501
O: -0.454 -0.668 1.659
C: -0.803 0.649 1.611
C: -1.355 1.152 2.803
C: -1.760 2.462 2.915
C: -1.603 3.271 1.801
O: -1.929 4.586 1.675
C: -1.603 4.960 0.422
C: -1.861 6.365 0.030
C: -1.063 3.917 -0.293
C: -0.601 3.978 -1.678
O: -0.662 4.960 -2.384
O: -0.103 2.804 -2.087
C: 0.382 2.727 -3.436
C: 1.808 3.263 -3.505
C: 0.295 1.267 -3.855
C: -1.054 2.789 0.602
C: -0.647 1.461 0.500
C: -0.503 -3.626 1.295
C: -1.939 -3.497 1.650
O: 0.100 -4.810 1.447
H: 1.951 -8.855 2.048
H: 2.953 -8.314 0.665
H: 3.417 -7.860 2.316
H: 2.540 -2.984 0.289
H: -0.603 -1.180 -0.338
H: 1.039 -0.755 0.224
H: -1.448 0.473 3.635
H: -2.182 2.847 3.829
H: -2.923 6.588 0.120
H: -1.321 7.042 0.690
H: -1.540 6.514 -0.996
H: -0.270 3.349 -4.063
H: 2.183 3.183 -4.522
H: 1.826 4.308 -3.206
H: 2.454 2.693 -2.841
H: 0.948 0.661 -3.232
H: 0.601 1.163 -4.892
H: -0.724 0.904 -3.750
H: -0.228 1.109 -0.425
H: -2.111 -2.541 2.137
H: -2.226 -4.309 2.311
H: -2.558 -3.542 0.753

Forces on atoms 1 to 3 (eV/Å):
C 0.38 -0.20 -0.06
O -0.34 0.27 0.02
C 0.14 -0.23 0.02

Atomic partial charges in e from the natural (NBO) method, atoms 1 to 2: atom 1 (C): -0.260, atom 2 (O): -0.493

***

No. 4
The following is a DFT calculation (wB97M-V/def2-TZVPD) of a cluster of 5 separate species, C33H33F45INO6S2 in total.

HOMO energy: -8.9 eV
SMILES: CC[C@H](I)N(CCC(F)(F)C(F)(F)C(F)(F)C(F)(F)S(F)(F)(F)(F)F)C(=O)OCCCS.FC(F)C(F)(F)COC(F)(F)C(F)F.FC(F)C(F)(F)COC(F)(F)C(F)F.FC(F)C(F)(F)COC(F)(F)C(F)F.FC(F)C(F)(F)COC(F)(F)C(F)F
total energy: -7371.44565 Eh
Kohn-Sham gap: 0.3275 Ha
strongest force on any atom: 3.36 eV/Å

Element x y z (Å)
C: -3.302 0.483 0.381
C: -2.327 -0.280 -0.555
C: -1.172 0.647 -1.063
I: -2.146 2.372 -2.003
N: -0.338 -0.145 -1.963
C: 1.103 0.086 -1.784
C: 1.524 1.572 -1.657
C: 2.942 1.806 -2.254
F: 3.674 0.727 -1.944
F: 2.753 1.941 -3.571
C: 3.492 3.116 -1.615
F: 2.504 4.006 -1.602
F: 3.754 2.808 -0.330
C: 4.829 3.651 -2.225
F: 5.765 3.777 -1.302
F: 5.290 2.654 -3.009
C: 4.720 4.889 -3.160
F: 5.741 4.816 -4.003
F: 3.663 4.830 -3.922
S: 4.818 6.580 -2.344
F: 4.306 6.031 -0.952
F: 3.308 6.884 -2.762
F: 5.270 7.205 -3.745
F: 6.340 6.395 -1.975
F: 4.873 8.026 -1.712
C: -0.724 -0.084 -3.329
O: -0.127 0.559 -4.106
O: -1.757 -0.856 -3.605
C: -2.007 -1.077 -5.001
C: -2.959 0.001 -5.548
C: -4.220 0.242 -4.682
S: -4.897 -1.269 -3.893
H: -3.809 -0.226 1.042
H: -4.107 0.961 -0.188
H: -2.791 1.264 0.959
H: -2.913 -0.563 -1.436
H: -1.890 -1.147 -0.050
H: -0.632 0.959 -0.165
H: 1.617 -0.421 -2.604
H: 1.392 -0.449 -0.871
H: 0.855 2.229 -2.217
H: 1.516 1.841 -0.596
H: -1.098 -1.193 -5.595
H: -2.534 -2.035 -5.062
H: -3.256 -0.240 -6.574
H: -2.413 0.955 -5.552
H: -5.004 0.650 -5.328
H: -4.054 0.975 -3.892
H: -5.236 -0.893 -2.634
F: 11.222 1.965 -2.876
C: 10.714 2.813 -1.958
F: 11.758 3.304 -1.245
C: 9.735 2.112 -1.017
F: 10.367 1.156 -0.301
F: 9.304 3.042 -0.118
C: 8.479 1.509 -1.668
O: 8.508 0.118 -1.943
C: 9.068 -0.308 -3.134
F: 9.342 0.741 -3.933
F: 8.123 -1.038 -3.766
C: 10.292 -1.194 -2.902
F: 11.246 -0.526 -2.222
F: 10.823 -1.569 -4.089
H: 10.231 3.650 -2.472
H: 7.683 1.616 -0.931
H: 8.142 2.088 -2.529
H: 10.020 -2.086 -2.334
F: -1.069 -3.288 0.807
C: -0.401 -4.398 1.186
F: 0.658 -4.533 0.349
C: -1.282 -5.646 1.104
F: -1.660 -5.878 -0.172
F: -0.512 -6.706 1.477
C: -2.523 -5.657 2.011
O: -3.757 -5.295 1.408
C: -4.073 -3.954 1.336
F: -3.190 -3.225 2.043
F: -5.272 -3.803 1.951
C: -4.203 -3.472 -0.108
F: -3.051 -3.647 -0.782
F: -4.485 -2.147 -0.133
H: -0.015 -4.256 2.200
H: -2.667 -6.697 2.304
H: -2.355 -5.122 2.946
H: -4.994 -4.012 -0.634
F: 0.381 -2.157 3.348
C: 1.550 -2.007 4.008
F: 1.889 -3.224 4.500
C: 1.431 -1.003 5.155
F: 0.556 -1.445 6.084
F: 2.648 -0.947 5.766
C: 1.066 0.438 4.759
O: -0.297 0.808 4.891
C: -1.156 0.524 3.847
F: -0.470 0.081 2.772
F: -1.726 1.693 3.484
C: -2.259 -0.446 4.269
F: -1.736 -1.617 4.695
F: -3.058 -0.720 3.214
H: 2.325 -1.701 3.298
H: 1.585 1.080 5.470
H: 1.470 0.712 3.784
H: -2.863 -0.026 5.076
F: -7.511 -0.852 1.881
C: -8.265 -1.969 1.957
F: -8.814 -2.161 0.731
C: -9.368 -1.840 3.005
F: -10.230 -0.855 2.671
F: -10.082 -3.001 2.983
C: -8.900 -1.633 4.455
O: -8.900 -0.301 4.942
C: -7.790 0.488 4.697
F: -6.793 -0.244 4.166
F: -7.351 0.922 5.901
C: -8.136 1.704 3.839
F: -8.632 1.323 2.644
F: -7.020 2.435 3.603
H: -7.616 -2.823 2.171
H: -9.635 -2.143 5.078
H: -7.956 -2.140 4.660
H: -8.876 2.333 4.338

Forces on atoms 1 to 3 (eV/Å):
C -0.06 -0.43 -0.15
C -0.62 1.71 -0.15
C -1.42 -2.42 0.43

Atomic partial charges in e from the Löwdin method, atoms 1 to 2: atom 1 (C): -0.161, atom 2 (C): -0.280

***

No. 5
The following is a DFT calculation (wB97M-V/def2-TZVPD) of a structure of composition C13H36O17S2V2.

HOMO energy: -2.5 eV
total energy: -4480.52061 Eh
Kohn-Sham gap: 0.2375 Ha
charge: -2
strongest force on any atom: 9.17 eV/Å

Element x y z (Å)
O: 14.393 -19.381 -5.596
V: 15.851 -18.737 -5.415
O: 15.862 -17.381 -6.292
O: 17.322 -14.359 -2.392
V: 16.736 -15.579 -3.206
O: 15.968 -15.085 -4.543
S: 18.992 -17.892 -4.247
O: 20.109 -18.030 -5.124
O: 18.439 -16.553 -4.109
O: 17.892 -18.683 -4.808
O: 19.245 -18.378 -2.897
S: 16.007 -18.144 -2.070
O: 15.596 -18.011 -3.445
O: 14.895 -18.002 -1.151
O: 16.726 -19.405 -1.787
O: 17.038 -17.157 -1.820
C: 17.202 -15.047 1.144
O: 18.553 -15.269 1.574
H: 16.914 -14.017 1.353
H: 17.107 -15.339 0.098
H: 16.520 -15.765 1.600
H: 18.505 -15.084 2.515
C: 16.096 -13.882 -8.349
C: 17.236 -13.336 -7.419
C: 18.347 -12.770 -8.198
O: 16.674 -12.292 -6.575
H: 15.345 -14.325 -7.694
H: 16.434 -14.661 -9.033
H: 15.521 -13.114 -8.866
H: 17.577 -14.091 -6.712
H: 17.947 -12.005 -8.865
H: 18.807 -13.495 -8.870
H: 19.060 -12.418 -7.453
H: 17.263 -12.122 -5.836
C: 19.647 -10.414 -3.351
C: 18.387 -11.235 -3.051
C: 17.172 -10.319 -2.721
O: 18.034 -11.862 -4.274
H: 19.823 -9.738 -2.515
H: 19.598 -9.840 -4.277
H: 20.576 -10.973 -3.466
H: 18.402 -11.873 -2.167
H: 16.322 -10.991 -2.600
H: 17.005 -9.597 -3.520
H: 17.188 -9.810 -1.758
H: 18.560 -12.660 -4.361
C: 10.222 -16.565 -4.961
C: 11.284 -15.522 -5.314
C: 12.756 -16.062 -5.219
O: 11.051 -15.275 -6.683
H: 10.270 -16.878 -3.918
H: 10.361 -17.499 -5.506
H: 9.205 -16.227 -5.156
H: 11.036 -14.621 -4.753
H: 12.890 -16.899 -5.905
H: 12.884 -16.495 -4.227
H: 13.502 -15.314 -5.488
H: 10.114 -15.094 -6.792
C: 13.424 -14.536 -0.234
C: 13.777 -14.461 -1.712
C: 14.274 -13.060 -2.142
O: 14.788 -15.395 -1.986
H: 12.635 -13.819 -0.007
H: 14.324 -14.269 0.321
H: 13.125 -15.542 0.057
H: 12.886 -14.703 -2.291
H: 13.488 -12.329 -1.953
H: 14.596 -13.077 -3.183
H: 15.204 -12.844 -1.616
H: 14.575 -16.169 -1.461

Forces on atoms 1 to 3 (eV/Å):
O 1.27 -0.51 -0.23
V 1.22 4.61 1.55
O -0.31 -2.71 1.15

Atomic partial charges in e from the Löwdin method, atoms 1 to 2: atom 1 (O): -0.394, atom 2 (V): 1.040

***

No. 6
The following is a DFT calculation (wB97M-V/def2-TZVPD) of a cluster of 5 separate species, C32H73N2 in total.

HOMO energy: -12.3 eV
energy above the lowest of the compared OMol25 structures with the same formula, charge and spin: 0.0 kcal per mole
total energy: -1372.37013 Eh
Kohn-Sham gap: 0.3291 Ha
charge: +1
strongest force on any atom: 0.32 eV/Å

Element x y z (Å)
N: -0.026 -5.191 2.346
C: -1.182 -4.371 1.965
C: -2.240 -5.198 1.247
C: -1.696 -6.053 0.108
C: -1.021 -5.272 -1.047
C: 0.375 -4.839 -0.779
N: 1.356 -5.671 -0.693
C: 2.671 -5.052 -0.439
C: 2.281 -3.622 -0.043
C: 0.902 -3.447 -0.689
H: 0.660 -4.604 2.811
H: -0.307 -5.871 3.047
H: -1.653 -3.876 2.823
H: -0.839 -3.562 1.319
H: -2.734 -5.862 1.963
H: -3.015 -4.527 0.868
H: -0.992 -6.792 0.499
H: -2.520 -6.610 -0.342
H: -1.615 -4.397 -1.320
H: -0.990 -5.933 -1.919
H: 1.226 -6.671 -0.786
H: 3.195 -5.603 0.338
H: 3.260 -5.089 -1.358
H: 2.196 -3.551 1.040
H: 2.989 -2.882 -0.406
H: 0.987 -3.097 -1.729
H: 0.234 -2.753 -0.187
C: -4.353 1.659 1.868
C: -5.131 0.570 1.137
C: -4.758 -0.844 1.582
C: -3.284 -1.192 1.367
C: -2.791 -1.061 -0.074
C: -3.508 -1.985 -1.053
H: -3.278 1.574 1.693
H: -4.655 2.651 1.530
H: -4.523 1.606 2.945
H: -4.974 0.672 0.059
H: -6.201 0.719 1.297
H: -5.391 -1.567 1.061
H: -4.986 -0.954 2.646
H: -3.111 -2.221 1.704
H: -2.667 -0.560 2.011
H: -1.717 -1.278 -0.092
H: -2.890 -0.026 -0.413
H: -3.411 -3.031 -0.748
H: -3.103 -1.888 -2.062
H: -4.574 -1.764 -1.109
C: 2.890 3.024 2.672
C: 2.265 2.226 1.533
C: 0.752 2.060 1.661
C: 0.291 1.326 2.923
C: 0.907 -0.058 3.116
C: 0.605 -1.006 1.961
H: 2.751 2.530 3.636
H: 3.962 3.152 2.522
H: 2.442 4.017 2.741
H: 2.745 1.244 1.469
H: 2.479 2.725 0.584
H: 0.373 1.541 0.774
H: 0.283 3.048 1.647
H: -0.800 1.229 2.889
H: 0.508 1.934 3.804
H: 0.526 -0.486 4.047
H: 1.990 0.026 3.242
H: -0.474 -1.125 1.830
H: 1.035 -1.996 2.143
H: 1.019 -0.634 1.021
C: -3.316 8.288 -1.897
C: -2.631 7.001 -2.342
C: -3.586 5.815 -2.473
C: -4.306 5.425 -1.180
C: -3.383 5.099 -0.007
C: -2.445 3.928 -0.278
H: -3.763 8.188 -0.907
H: -2.608 9.116 -1.854
H: -4.111 8.566 -2.593
H: -1.827 6.755 -1.642
H: -2.148 7.165 -3.308
H: -3.033 4.954 -2.860
H: -4.341 6.050 -3.230
H: -4.939 4.554 -1.384
H: -4.986 6.226 -0.884
H: -3.999 4.874 0.868
H: -2.795 5.981 0.262
H: -3.013 3.028 -0.531
H: -1.836 3.701 0.599
H: -1.765 4.138 -1.105
C: 3.467 -0.174 -1.586
C: 4.439 -0.958 -2.461
C: 5.737 -1.329 -1.746
C: 6.558 -0.137 -1.251
C: 6.940 0.869 -2.335
C: 7.791 0.271 -3.451
H: 3.881 0.783 -1.269
H: 2.534 0.035 -2.114
H: 3.224 -0.736 -0.678
H: 4.660 -0.384 -3.364
H: 3.955 -1.878 -2.808
H: 6.347 -1.941 -2.415
H: 5.501 -1.966 -0.885
H: 7.471 -0.518 -0.783
H: 6.011 0.383 -0.459
H: 7.487 1.690 -1.866
H: 6.039 1.318 -2.764
H: 8.709 -0.163 -3.049
H: 8.073 1.031 -4.179
H: 7.260 -0.515 -3.990

Forces on atoms 1 to 3 (eV/Å):
N 0.10 0.15 0.02
C -0.22 0.02 0.22
C 0.11 -0.02 -0.05

Atomic partial charges in e from the Löwdin method, atoms 1 to 2: atom 1 (N): 0.022, atom 2 (C): -0.284